[1]
# C20H22N6O4

The molecule C20H22N6O4 in a non-equilibrium geometry (ωB97M-V/def2-TZVPD, the Open Molecules 2025 dataset).

```
52
Properties=species:S:1:pos:R:3:forces:R:3:nbo_charge:R:1
H -4.1561 2.9157 0.7698 0.05 0.14 0.03 0.19
C 2.5446 0.4714 0.7821 -1.15 1.07 0.81 0.21
C -0.4497 -0.3501 -1.1684 0.48 -0.11 -0.04 0.46
H 0.8407 3.1239 3.6895 0.16 -0.07 -0.02 0.23
H 2.8423 -6.3242 -4.2926 0.01 -0.07 -0.05 0.21
O 4.5390 -0.4815 1.3297 0.20 -0.20 0.22 -0.35
O -0.6018 2.7552 1.8281 -0.27 0.22 0.08 -0.66
N -0.8230 0.6757 -0.3634 0.26 -0.05 -0.09 -0.32
N 2.6028 1.3467 1.7386 0.97 -0.71 -0.51 -0.16
C -2.1401 1.2656 -0.3186 -0.56 0.06 0.02 -0.24
O 4.0747 -0.1689 -0.7498 0.06 0.17 -0.29 -0.36
C 2.9105 -3.4142 -1.8348 -0.51 -0.82 -0.98 0.30
C 1.7771 -4.6103 -3.6171 -0.04 0.21 0.13 -0.21
H -3.9830 0.1113 -0.2255 -0.02 -0.09 -0.05 0.20
H -2.2323 -0.8585 -2.0281 0.00 -0.02 0.02 0.40
C 2.8393 -5.4920 -3.6045 0.06 -0.15 -0.08 -0.22
O 2.6835 -2.3142 -1.0723 -0.08 0.21 0.30 -0.42
H -6.4421 1.0154 1.4828 -0.09 -0.09 0.04 0.20
H -4.1980 0.2767 2.2986 0.00 -0.01 0.07 0.20
C 3.9138 -5.3394 -2.7286 0.02 -0.07 -0.04 -0.21
H 4.7217 -6.0545 -2.7593 0.07 -0.05 0.01 0.22
C 1.7742 3.0289 3.1311 0.00 0.52 0.29 -0.22
C -5.9680 1.7595 0.8462 0.19 0.15 0.05 -0.61
H 1.3782 4.7639 1.9167 -0.05 0.06 -0.05 0.22
C 0.2449 1.0219 0.4275 1.02 -0.32 0.05 0.04
C 3.9726 -4.2955 -1.8226 -0.03 0.36 0.26 -0.26
N 0.9466 -2.5224 -2.4736 -0.14 0.53 0.16 -0.53
N -1.2320 -0.9075 -2.1102 -0.30 0.10 0.02 -0.80
C 1.8191 -3.5550 -2.7161 0.95 -0.29 0.48 0.06
H -2.0397 2.2175 0.2046 0.00 -0.08 -0.18 0.26
C -3.1473 0.3676 0.4266 -0.02 0.09 0.17 -0.42
H 2.5642 2.6346 3.7707 -0.15 -0.05 -0.06 0.22
H -2.4604 1.4586 -1.3461 0.08 0.03 0.04 0.21
H -2.8290 1.3926 2.2807 0.04 -0.06 0.06 0.22
C 0.2962 2.0107 1.4599 0.13 -0.25 -0.15 0.59
N 1.5511 2.0532 2.0790 -0.42 -0.29 -0.25 -0.19
H -2.6485 -0.5653 0.7014 -0.03 -0.02 -0.10 0.22
C 1.3409 0.2111 0.0802 -0.58 0.36 0.12 0.00
C 1.5043 -1.8257 -1.5188 -0.50 -0.36 -0.54 0.55
C -4.6313 2.1945 1.4365 -0.05 -0.24 0.09 -0.39
C 0.8915 -0.6875 -0.9169 -0.01 0.21 0.21 -0.28
H 3.0818 4.2769 1.9550 0.10 0.02 -0.04 0.21
H -5.8450 1.3338 -0.1468 -0.06 -0.07 -0.12 0.19
C -3.6782 1.0281 1.7001 -0.04 0.08 -0.10 -0.40
H 4.7997 -4.1662 -1.1442 0.12 -0.01 0.08 0.23
H -4.8164 2.7019 2.3850 0.06 0.10 -0.03 0.21
H -6.6368 2.6128 0.7624 -0.12 0.03 -0.06 0.21
H 0.9476 -4.7255 -4.2958 -0.09 -0.02 -0.08 0.22
N 3.8177 -0.1202 0.4322 0.49 -0.04 0.04 0.52
H 2.3577 5.0858 3.3508 0.04 0.11 0.06 0.22
C 2.1755 4.3785 2.5472 -0.10 -0.22 0.06 -0.62
H -0.7953 -1.7116 -2.5590 -0.15 0.00 -0.06 0.45
```
Forces are in eV/Å.

HOMO level   -0.291 Ha
Structure (SMILES)   CCCCCn1c(N)c(-c2nc3ccccc3o2)c2c([N+](=O)[O-])nn(CC)c(=O)c21
Gap between HOMO and LUMO   0.2901 hartree
LUMO level   -0.0300 eV
Net charge   0

---

[2]
# C20H22N7STi

A structure of composition C20H22N7STi (ωB97M-V/def2-TZVPD, the Open Molecules 2025 dataset).

```
51
Properties=species:S:1:pos:R:3:forces:R:3:nbo_charge:R:1
H 6.0155 2.2456 -3.6530 0.00 0.00 -0.01 0.26
C 4.1182 1.2869 -3.9223 0.02 0.00 -0.01 -0.20
H 1.5587 -4.5597 0.2177 0.00 -0.01 0.00 0.22
N -2.8942 1.4198 1.0275 0.09 0.20 -0.40 -0.30
C 4.7468 2.5673 -1.9573 -0.02 0.00 0.00 -0.20
S -3.4147 -0.0721 -1.3310 0.21 0.15 0.06 0.11
H 1.1933 -6.4758 1.7452 0.00 0.00 0.00 0.26
H 4.3703 0.8953 -4.8977 -0.01 0.00 0.00 0.26
C -2.7540 4.9294 0.4206 -0.02 0.04 -0.01 -0.14
C -1.4109 5.0877 -1.5500 0.02 -0.05 -0.03 -0.19
C 1.8566 -4.4834 1.2668 0.00 0.00 -0.01 -0.42
C -3.2387 2.6280 1.2647 0.13 0.09 0.11 0.24
H -0.9872 -5.7764 2.7724 0.00 0.00 0.00 0.26
H 5.4791 3.1569 -1.4238 0.00 0.00 0.00 0.26
H 2.9227 -4.7084 1.3142 0.00 0.01 0.00 0.26
H -0.3345 -3.5625 3.6463 0.00 -0.01 0.00 0.24
C 5.0450 2.0501 -3.2162 -0.01 0.01 0.02 -0.09
H 2.1519 0.4338 -3.9150 -0.01 0.01 0.01 0.24
H -2.2936 6.7842 -0.5794 0.01 0.00 -0.01 0.28
C -2.1568 5.7108 -0.5757 -0.04 0.04 0.06 -0.09
C -1.2478 3.7011 -1.5065 0.00 0.05 0.00 0.11
H -0.9495 5.6485 -2.3509 0.00 0.00 0.00 0.27
H -4.8283 -1.8072 1.5053 0.00 -0.01 0.00 0.45
C 1.0572 -5.4633 2.1211 0.00 0.00 0.00 -0.41
C 3.5128 2.3273 -1.3913 0.03 0.01 -0.06 -0.14
C 1.6670 -3.0542 1.7434 0.01 0.03 0.00 -0.19
C 2.8782 1.0286 -3.3774 -0.01 -0.06 -0.06 -0.14
H -1.6864 -3.3628 2.5178 0.00 -0.01 0.00 0.22
C -0.3049 -1.7485 1.2158 0.00 -0.02 0.02 0.77
H -0.6590 3.1999 -2.2622 0.00 -0.01 0.00 0.23
H -3.3632 5.3782 1.1942 0.00 -0.01 0.00 0.27
C -0.6520 -3.6887 2.6099 0.01 0.04 0.01 -0.19
C -2.5644 3.5702 0.3832 0.03 -0.02 0.02 0.10
N -3.4799 0.2681 1.4131 -0.32 -0.76 -0.25 -0.31
H -4.8293 -2.1712 -0.1910 0.01 0.00 0.00 0.44
N -1.8076 2.9447 -0.5689 0.13 -0.06 0.17 -0.48
H 3.2646 2.7230 -0.4155 0.00 -0.01 0.00 0.24
H -0.8437 -5.2161 1.1135 0.00 0.00 0.00 0.21
C -0.4271 -5.1070 2.1185 0.01 -0.01 -0.01 -0.42
N 0.1981 -2.7436 1.8042 -0.05 -0.01 0.02 -0.39
N 0.2965 1.1309 -1.0241 -0.38 -0.13 -0.18 -0.58
H -4.0115 2.8748 1.9879 -0.05 0.05 -0.07 0.27
Ti -1.5946 0.7300 -0.2536 0.07 0.21 -0.04 1.38
C -3.8373 -0.4764 0.3584 -0.09 0.00 0.44 0.30
C 1.3264 1.3192 -1.5211 0.11 -0.12 -0.06 0.64
N -0.7900 -0.8234 0.6665 0.10 0.18 0.04 -0.64
H 2.1354 -2.3218 1.0884 0.00 0.00 0.00 0.22
H 1.4373 -5.4562 3.1468 0.00 0.00 0.00 0.22
N -4.4939 -1.6030 0.5720 0.04 0.08 0.02 -0.72
H 2.0415 -2.9120 2.7586 0.00 -0.01 0.00 0.23
C 2.5818 1.5536 -2.1099 -0.02 0.12 0.19 -0.22
```
Forces are in eV/Å.

HOMO level   -0.645 Ha
Gap between HOMO and LUMO   0.2260 hartree
LUMO level   -11.3992 eV
Net charge   +3

---

[3]
# C20H22O7

The molecule C20H22O7 (ωB97M-V/def2-TZVPD, the Open Molecules 2025 dataset).

```
49
Properties=species:S:1:pos:R:3:forces:R:3:nbo_charge:R:1
H 1.7595 0.9705 -3.9397 0.01 0.00 -0.13 0.23
H 4.9530 -1.7997 -3.0069 -0.06 0.00 -0.04 0.19
C -1.0402 -0.5909 4.4480 -0.22 0.75 0.07 0.80
C 4.4993 -1.3782 -3.9062 0.34 0.01 -0.08 -0.25
H 2.2479 2.4535 1.0781 -0.12 0.03 0.04 0.25
C -5.7026 -0.0919 1.6989 -0.19 -0.05 0.24 -0.26
C 3.0819 -3.1794 -1.4122 -0.19 -0.32 -0.04 -0.26
C 1.9717 0.7043 -2.9157 0.11 -0.20 -0.05 -0.24
H 2.7888 -0.2985 0.6929 0.03 -0.08 0.12 0.24
H -2.0290 1.3045 4.5527 0.07 -0.09 -0.02 0.24
C 2.9763 -0.8231 -1.3536 0.00 -0.14 -0.02 0.32
H 0.6632 -0.5239 3.5618 -0.41 -0.10 0.19 0.51
H 0.7223 2.8167 0.2329 0.02 -0.02 0.01 0.23
O 1.2856 0.7180 2.5740 0.16 0.09 -0.08 -0.61
H -5.8333 0.7958 2.3255 0.02 -0.04 -0.02 0.18
H -1.5311 -0.1275 -2.4917 -0.01 0.03 0.02 0.18
H -1.9117 1.6169 -2.5266 0.01 -0.02 0.02 0.17
O -4.7814 0.1429 0.6580 0.38 0.09 -0.25 -0.47
H -3.6568 0.4052 3.1101 -0.12 -0.02 0.07 0.23
H 0.9732 2.3975 -2.0886 -0.08 0.09 0.01 0.21
H 2.8518 -3.2059 -2.4800 0.04 0.03 0.05 0.19
H 3.8039 -3.9577 -1.1719 -0.07 -0.01 -0.01 0.20
H -2.9874 0.4527 -3.3379 0.09 0.02 0.02 0.20
C -3.0024 0.5284 2.2623 -0.21 -0.04 -0.14 -0.30
C 1.3714 2.0181 0.5913 0.25 -0.02 0.18 -0.53
C -1.2877 0.8569 0.1301 -0.13 -0.04 -0.06 -0.31
C -1.2362 0.8527 3.9564 0.09 -0.30 0.25 -0.55
C -3.4997 0.4111 0.9769 0.15 0.02 -0.17 0.30
H -0.6029 0.9574 -0.6933 -0.02 0.02 -0.16 0.24
H 4.6302 -2.0642 -4.7412 0.05 0.04 0.03 0.19
C 2.5514 -0.0023 -0.3177 0.06 -0.09 -0.14 -0.27
C -0.7772 0.9332 1.4377 -0.72 -0.20 0.33 -0.14
C 0.6557 1.1730 1.6281 0.13 0.22 -0.08 0.62
H 4.9864 -0.4247 -4.1370 -0.03 -0.06 0.00 0.18
C 2.7061 -0.4510 -2.6792 0.08 -0.04 -0.10 0.22
O 3.6842 -1.9570 -1.0233 0.03 0.57 -0.13 -0.53
O -3.1681 0.4561 -1.3503 -0.17 -0.04 0.39 -0.49
H -6.6445 -0.3275 1.2068 0.06 0.02 0.08 0.20
O -1.8817 -1.1700 5.0766 -0.09 -0.20 0.10 -0.59
C -2.6129 0.5835 -0.1179 -0.14 -0.01 0.01 0.32
C 1.8326 1.1582 -0.5610 0.03 -0.01 -0.16 -0.01
H -0.3118 1.4145 4.0870 -0.11 0.01 0.00 0.24
C 1.5320 1.4977 -1.8738 0.10 0.01 0.08 -0.23
H -5.3959 -0.9365 2.3228 0.00 0.04 -0.03 0.19
C -2.3400 0.6104 -2.4772 0.14 0.01 -0.17 -0.25
O 0.1011 -1.1498 4.0895 0.62 -0.30 -0.16 -0.69
H 2.1610 -3.3490 -0.8441 0.06 0.01 -0.02 0.18
C -1.6557 0.7753 2.5173 0.33 0.22 -0.42 0.03
O 3.1001 -1.1966 -3.7686 -0.39 0.07 0.38 -0.52
```
Forces are in eV/Å.

HOMO level   -0.310 Ha
Structure (SMILES)   COc1ccc(CC(=O)c2cc(OC)c(OC)cc2CC(=O)O)cc1OC
Gap between HOMO and LUMO   0.3110 hartree
LUMO level   0.0152 eV
Net charge   0

---

[4]
# C20H23AsCl3IrN2O3S5

A structure of composition C20H23AsCl3IrN2O3S5 in a non-equilibrium geometry (ωB97M-V/def2-TZVPD, the Open Molecules 2025 dataset).

```
58
Properties=species:S:1:pos:R:3:forces:R:3:lowdin_spin:R:1
H -0.9352 0.7829 0.8938 -0.05 -0.02 0.17 0.01
H -0.3511 3.3112 2.9044 0.09 0.06 -0.05 0.00
S -3.4921 -1.9663 0.7904 2.26 -0.32 -0.93 0.00
H -0.2379 2.5220 -2.8439 0.08 0.08 -0.12 0.00
H 3.9628 4.6176 -2.7708 0.02 0.05 -0.03 0.00
C 0.9728 3.3450 0.5912 -0.13 0.20 -0.15 0.00
H -2.9656 -4.8869 -1.2534 0.08 -0.05 -0.09 0.00
Ir -1.3381 -2.1756 -0.3579 0.71 0.56 -0.72 0.00
C 0.9095 0.4190 3.6789 0.28 -0.56 0.35 0.00
C 0.5807 2.0380 5.2778 0.09 -0.86 -0.53 0.00
H -4.2210 -2.7804 -2.2979 0.05 -0.07 0.04 0.00
C 0.6634 2.8821 2.9022 -0.15 0.35 0.50 0.00
C -1.9186 -4.1166 -2.9916 0.39 -0.63 0.43 0.00
C -0.4243 1.7553 -2.1189 -0.01 -0.55 -0.44 0.00
H 4.1872 0.5897 -1.3542 0.09 -0.13 -0.03 0.00
H 0.7914 -4.4390 -1.7293 -0.10 -0.01 -0.04 0.00
Cl 5.4925 2.2733 -3.2379 0.09 -0.02 -0.10 0.00
O -2.1635 -2.7490 -2.6950 0.36 0.55 0.96 0.00
H 0.7901 -4.7273 0.0275 0.02 -0.07 -0.08 0.00
C -1.9796 -4.9719 -1.7206 -0.52 0.19 -0.51 0.00
H 1.3655 3.6798 3.1869 -0.12 -0.02 -0.11 0.00
C 3.7280 1.5631 -1.3236 0.09 0.08 -0.13 0.00
Cl 0.3250 3.5553 5.9932 -0.06 0.41 0.15 0.00
C 2.5674 4.0745 -1.2374 0.09 -0.40 0.02 0.00
S 0.6722 0.5958 6.2329 -0.06 0.37 -0.66 0.00
H 1.0290 -1.4034 4.8970 0.01 -0.16 0.01 0.00
S -2.8759 -3.3222 4.1119 0.12 0.63 -0.24 0.57
C -0.7902 0.8694 -0.1667 -0.08 0.17 0.59 0.00
H 0.3045 -6.0317 -1.0858 -0.05 0.10 0.04 0.00
H -2.6360 -4.4962 -3.7245 0.05 0.11 0.02 0.00
H 1.0899 4.3554 1.0026 -0.05 -0.10 -0.01 0.00
C 0.7249 1.7906 3.9291 -0.10 0.56 0.71 0.00
H -1.1995 3.4812 0.5466 0.03 0.01 -0.12 0.00
H -0.5493 -0.1964 -3.1404 0.00 -0.06 -0.21 0.00
N -0.5666 2.0305 -0.7926 -0.20 -0.80 0.03 0.00
S -0.2463 -2.3663 1.8364 -1.33 0.27 -2.10 0.00
C -0.3854 3.3081 -0.1618 0.40 0.57 0.78 0.00
H -1.7844 -6.0242 -1.9507 -0.02 0.09 0.00 0.00
H 1.0470 0.0085 2.6937 0.02 -0.02 -0.07 0.00
H -3.7477 -2.5296 -4.0006 0.02 0.02 0.02 0.00
H 2.3357 1.0556 0.2157 0.00 -0.15 0.15 0.00
C 0.2821 -4.9531 -0.9095 0.47 -0.02 0.23 0.00
H -0.9146 -4.1527 -3.4232 -0.10 -0.09 -0.05 0.00
H -3.4983 -1.2377 -2.8006 -0.07 0.00 -0.01 0.00
C 0.9016 -0.3399 4.8167 0.15 0.29 -0.17 0.00
C 3.6052 3.8332 -2.1217 0.10 -0.06 -0.07 0.00
As -2.2540 -1.9220 2.6390 -0.33 0.71 0.96 -0.02
O -1.0609 -4.5157 -0.7416 -0.49 0.65 0.63 0.00
C -3.4908 -2.3134 -2.9621 -0.38 0.26 -0.08 0.00
O 0.9890 2.3836 1.6239 0.09 -0.31 -0.42 0.00
C 2.1016 3.0785 -0.3806 -0.06 0.18 0.19 0.00
C 2.6926 1.8243 -0.4483 -0.04 0.15 -0.04 0.00
Cl 1.8565 5.6519 -1.2236 -0.07 0.19 0.01 0.00
N -0.8091 -0.1368 -1.0274 -1.04 -1.42 2.00 0.00
C 4.1877 2.5745 -2.1552 -0.27 0.07 0.19 0.00
C -0.5837 0.4074 -2.2569 0.03 0.06 -0.80 0.00
S -2.3433 0.0098 3.5392 -0.30 -0.97 -0.12 0.43
H -0.3926 4.0875 -0.9248 -0.12 -0.11 0.07 0.00
```
Forces are in eV/Å.

Multiplicity   2
HOMO level (spin up / spin down)   -0.384 / -0.383 Ha
Gap between HOMO and LUMO (spin up / spin down)   0.1927 / 0.1847 hartree
LUMO level (spin up / spin down)   -5.2002 / -5.4013 eV
Net charge   +1

---

[5]
# C20H23CeF6IO7P3S5

A structure of composition C20H23CeF6IO7P3S5 in a non-equilibrium geometry (ωB97M-V/def2-TZVPD, the Open Molecules 2025 dataset).

```
66
Properties=species:S:1:pos:R:3:forces:R:3:lowdin_spin:R:1
H 4.1761 0.5366 2.7959 0.01 -0.11 0.18 0.00
C -1.5036 0.9741 4.0867 0.30 -0.69 0.55 0.08
H 3.2607 -0.5540 -1.4504 0.03 -0.07 0.02 0.00
H -2.7725 1.8930 5.5949 -0.04 0.02 0.08 0.00
H 2.8678 2.4613 -1.5719 0.09 -0.05 -0.05 0.00
F -0.2249 -3.5362 3.7069 0.10 -0.03 -0.12 0.00
C -0.9328 -2.4381 -1.3158 0.40 0.37 0.23 0.02
C -3.0068 -3.4816 -1.9577 0.08 0.09 0.05 -0.01
Ce 0.1484 -0.0424 0.7431 -1.52 0.05 0.43 -0.21
S 3.8722 -1.1696 -4.7592 0.14 -0.05 0.10 0.00
O 2.4076 3.3118 -1.4374 -0.06 -0.11 -0.16 0.00
H -1.5936 -1.1986 3.8479 0.03 0.05 0.03 0.00
F 1.1321 -2.4759 0.9525 0.06 0.21 -0.26 0.00
O 3.8512 1.0921 -0.4148 -0.08 -0.15 -0.18 0.00
S 2.6564 -1.5893 -2.0791 0.02 0.14 0.09 0.00
H 2.8208 3.1097 3.3224 0.05 0.01 -0.04 0.00
C 2.0364 3.0994 2.5625 0.01 -0.09 -0.05 0.01
C -0.2229 0.8979 4.9560 -0.48 -0.07 0.60 0.06
H -0.5491 0.6418 5.9651 0.22 -0.03 0.38 0.01
C -2.2391 -0.3761 4.1470 0.03 0.27 0.27 0.01
C -1.5278 -1.3127 -0.7894 -0.49 -0.65 -0.14 0.22
H -3.5718 -4.3054 -2.3802 0.02 0.01 -0.01 0.00
H -3.2885 2.2018 3.9305 0.01 -0.01 -0.02 0.00
C 3.2585 -0.4159 -6.1546 -0.06 -0.21 -0.09 0.00
F 1.8838 -3.6268 2.7917 0.10 -0.06 -0.05 0.00
F 0.8204 -1.6057 3.0352 0.04 -0.05 -0.24 0.00
H -3.1087 -0.3697 3.4861 -0.01 0.04 -0.02 0.00
O 4.5015 1.0037 2.0216 -0.26 -0.02 -0.10 0.00
H -1.8871 3.0572 4.5921 0.01 -0.02 -0.02 0.00
F 0.0778 -4.4078 1.6033 0.00 -0.11 -0.13 0.00
P 1.4332 3.1598 -0.1834 0.19 0.62 0.58 0.00
H -5.6402 0.8098 -0.3225 0.03 -0.03 -0.01 0.00
C -2.9511 -1.2654 -0.9188 -0.47 0.43 0.18 0.03
H 1.3348 2.3002 2.8061 -0.05 0.06 0.00 0.01
C 1.4545 -0.1883 -4.1712 0.26 -0.10 -0.05 0.00
C 2.6578 2.8750 1.1935 -0.36 -0.24 0.06 0.00
H -5.6388 -3.1357 -1.9989 0.03 0.01 0.00 0.00
C -0.9369 1.2097 2.7634 0.71 0.00 -2.67 0.58
C -5.1173 -2.2840 -1.5743 -0.02 0.05 0.01 0.00
C -1.6448 -3.5112 -1.8902 -0.15 -0.02 -0.02 0.01
H 1.5031 4.0513 2.5775 0.04 -0.02 -0.01 0.00
I -2.8155 1.6116 0.1437 0.11 -0.35 -0.25 0.06
H 0.4630 0.1301 4.5990 -0.12 0.02 -0.02 0.00
O 3.7491 3.7802 1.0712 0.13 0.01 -0.03 0.00
P 3.2889 1.1528 0.9578 0.93 0.62 0.20 0.00
H -1.0987 -4.3659 -2.2746 0.02 0.07 0.04 0.00
F -0.9429 -2.3666 1.8730 -0.07 0.14 -0.24 0.00
O 2.2491 0.1069 1.4066 0.21 0.35 -0.18 0.02
C -2.4177 2.1021 4.5826 0.08 -0.18 -0.01 0.01
O 0.6014 4.3591 0.0231 0.07 -0.23 -0.07 0.00
H 4.0649 3.7245 0.1608 -0.01 0.04 -0.06 0.00
O 0.7341 1.7872 -0.2929 -0.35 -0.31 0.22 0.00
H -2.5816 -0.5520 5.1702 -0.09 -0.14 0.06 0.00
C -5.8138 -1.1891 -1.1555 0.08 0.06 0.06 0.00
H 0.3022 1.8554 4.9887 -0.07 0.00 -0.04 0.00
H -6.8936 -1.1496 -1.2345 0.02 -0.02 -0.01 0.00
H 0.1460 -2.5264 -1.3121 0.07 -0.01 0.03 0.00
P 0.4699 -3.0590 2.3390 -0.27 -0.05 1.02 0.00
H -0.9910 2.2912 2.5555 0.23 0.00 -0.25 0.03
S 1.7136 0.2673 -5.8660 -0.26 0.17 -0.05 0.00
S 4.0290 -0.4174 -7.6372 0.02 0.11 0.06 0.00
C -5.1096 -0.0821 -0.6286 -0.10 -0.40 -0.15 0.00
C 2.5345 -0.8693 -3.6770 -0.11 -0.02 0.02 0.00
C -3.7516 -0.1518 -0.5313 0.23 0.62 0.13 0.01
S -0.0181 0.2470 -3.4512 0.02 0.06 0.06 0.02
C -3.7029 -2.3470 -1.4828 0.27 -0.02 0.04 0.01
```
Forces are in eV/Å.

Multiplicity   2
HOMO level (spin up / spin down)   -0.076 / -0.076 Ha
Gap between HOMO and LUMO (spin up / spin down)   0.2105 / 0.1624 hartree
LUMO level (spin up / spin down)   3.6456 / 2.3427 eV
Net charge   -2

---

Energy above the lowest of the compared OMol25 structures with the same formula, charge and spin list, top to bottom, in kcal/mol: 108.45; 15.88; 36.55; 55.67; 47.88
E_tot list, top to bottom, in eV: -38225.745; -65453.212; -35428.518; -185648.937; -154837.354